Entry 1:
ORCA calculation (the ωB97M-V functional and the def2-TZVPD basis) on a molecular structure, B2BaF26P3 at a distorted geometry.

## Properties
Orbital gap: 11.19 eV
HOMO energy: -4.287 eV
DFT total energy: -100606.092 eV
Total charge: -3

Last column: Löwdin charge in e.
Cartesian coordinates (Å):
F 3.895 0.920 2.586  -0.18
F 0.377 3.425 -2.748  -0.16
P 1.107 2.050 -2.313  0.14
F 3.259 -1.267 2.333  -0.16
F -2.418 1.074 -0.198  -0.25
F -0.346 1.272 -2.468  -0.24
F 1.371 1.720 -3.870  -0.16
F 2.706 -0.941 0.150  -0.26
B -0.669 -2.484 2.276  -1.35
F -3.992 1.776 2.572  -0.20
F 1.718 0.635 -1.815  -0.28
F -1.826 1.883 1.761  -0.19
F 4.843 -0.418 0.908  -0.15
F -0.293 -1.347 -3.436  0.07
F 0.306 -3.061 1.455  0.07
F -4.681 0.835 0.536  -0.19
P 3.356 0.008 1.337  0.17
F -3.040 -0.144 1.642  -0.15
Ba -0.028 -0.457 -0.143  2.25
F 0.113 -2.686 -1.689  0.01
F -3.603 2.847 0.644  -0.17
F 2.522 2.777 -2.183  -0.13
F 0.673 2.303 -0.761  -0.22
F -1.843 -2.336 1.560  0.09
P -3.260 1.364 1.160  0.16
F 1.809 0.368 1.800  -0.27
B -0.932 -2.226 -2.517  -1.32
F -0.901 -3.297 3.402  0.09
F 3.341 1.302 0.404  -0.14
F -1.580 -3.264 -3.185  0.11
F -0.143 -1.209 2.611  0.02
F -1.841 -1.424 -1.808  0.00

Entry 2:
ORCA calculation (the ωB97M-V functional and the def2-TZVPD basis) on a molecular structure, B2CsF8 at a distorted geometry.

## Properties
Orbital gap: 10.53 eV
HOMO energy: -8.684 eV
Energy above the lowest of the compared OMol25 structures with the same formula, charge and spin: 10.1 kcal/mol
DFT total energy: -23657.634 eV
Total charge: -1

Last column: Löwdin charge in e.
Cartesian coordinates (Å):
F -0.886 -1.935 -0.930  -0.06
B -0.120 -2.887 -0.195  -1.29
F 0.620 -3.620 -1.113  0.10
Cs 0.920 0.211 -1.479  1.26
F -0.086 3.750 1.554  0.11
F 1.303 2.767 0.023  -0.01
F 0.647 -2.171 0.756  0.05
F -0.556 1.579 0.913  0.04
B -0.020 2.824 0.519  -1.31
F -0.837 3.222 -0.588  0.04
F -0.984 -3.740 0.541  0.07

Which of these has the lowest DFT total energy?
B2BaF26P3

Repeat the second record exactly.
ORCA calculation (the ωB97M-V functional and the def2-TZVPD basis) on a molecular structure, B2CsF8 at a distorted geometry.

## Properties
Orbital gap: 10.53 eV
HOMO energy: -8.684 eV
Energy above the lowest of the compared OMol25 structures with the same formula, charge and spin: 10.1 kcal/mol
DFT total energy: -23657.634 eV
Total charge: -1

Last column: Löwdin charge in e.
Cartesian coordinates (Å):
F -0.886 -1.935 -0.930  -0.06
B -0.120 -2.887 -0.195  -1.29
F 0.620 -3.620 -1.113  0.10
Cs 0.920 0.211 -1.479  1.26
F -0.086 3.750 1.554  0.11
F 1.303 2.767 0.023  -0.01
F 0.647 -2.171 0.756  0.05
F -0.556 1.579 0.913  0.04
B -0.020 2.824 0.519  -1.31
F -0.837 3.222 -0.588  0.04
F -0.984 -3.740 0.541  0.07

Which of these has the highest orbital gap?
B2BaF26P3